Model i:
Molecular formula: C5H6O
Method: DFT, ωB97M-V/def2-TZVPD

As for the SMILES: C#C[C@@H]1C[C@@H]1O. The gap between HOMO and LUMO comes out at 10.53 eV.

```
! wB97M-V def2-TZVPD RIJCOSX def2/J DEFGRID3
* xyz 0 1
O -1.31752 1.30444 -0.18913
C 2.20505 0.86275 -0.60860
C -0.76639 -1.15954 -0.27025
C 0.26411 -0.45957 0.61175
C 1.36129 0.21273 -0.04012
C -1.12960 0.09255 0.44365
H 2.97507 1.44277 -1.06914
H -0.44656 1.56788 -0.52460
H 0.40170 -0.69331 1.65660
H -0.59511 -1.01717 -1.33324
H -1.18977 -2.12194 0.00313
H -1.76227 -0.03159 1.31993
*
```

Model ii:
Molecular formula: C5H6O
Method: DFT, ωB97M-V/def2-TZVPD

As for the SMILES: C#CC(=O)CC. The gap between HOMO and LUMO comes out at 10.49 eV.

```
! wB97M-V def2-TZVPD RIJCOSX def2/J DEFGRID3
* xyz 0 1
O -0.79460 -1.77711 -0.49636
C 0.31048 0.13239 0.52873
C -1.96193 0.29327 -0.31899
C -0.87170 -0.63639 -0.10525
C 1.52286 -0.66038 0.11010
C -1.93442 1.49986 -0.43154
H 0.95869 -1.66244 -0.06442
H 0.12111 1.17262 0.21311
H 0.20265 0.15541 1.62141
H -1.96038 2.53875 -0.63221
H 2.34523 -0.62621 0.84233
H 1.90728 -0.39338 -0.87954
*
```

The computed energies, referenced to the most stable structure and given in eV, are model i 0.000; model ii 0.506.